Entry 1:
19
Properties=species:S:1:pos:R:3 method="wB97M-V/def2-TZVPD" lumo_ev="-3.21 / -11.37" relative_energy_kcal_mol=46.0 energy_ev=-5399.1109 multiplicity=2 fmax_ev_per_a=6.08 charge=+1 gap_ev="11.9 / 3.7" s2=0.75
C 1.22 -1.23 -0.31
C 0.35 -2.44 -0.01
C 1.16 -0.36 0.91
H 2.15 -1.56 -0.65
H 0.96 -0.64 -1.18
H 0.03 -3.18 -0.84
H -0.59 -2.05 0.27
H 0.18 0.12 0.96
H 1.42 -0.81 1.81
H 0.68 -3.11 0.74
H 1.90 0.50 0.70
C -1.16 1.43 -1.06
C -1.19 2.41 0.22
H -2.19 1.29 -1.42
H -0.35 1.51 -1.69
H -0.87 0.40 -0.51
H -2.17 3.03 0.41
H -0.26 2.97 0.56
H -1.27 1.73 1.09

=====

Entry 2:
21
Properties=species:S:1:pos:R:3 method="wB97M-V/def2-TZVPD" lumo_ev=0.49 relative_energy_kcal_mol=118.6 energy_ev=-12346.1647 fmax_ev_per_a=3.62 gap_ev=9.1
C -1.47 1.23 -1.28
N -0.14 -0.77 -0.29
C -1.27 0.32 -0.08
N -0.48 -2.06 0.17
N 0.56 -0.76 -1.52
O -2.22 -0.06 0.62
H 1.41 -1.30 -1.36
H 0.01 -1.31 -2.18
H 0.07 -2.21 1.02
H -1.45 -1.99 0.48
H -2.11 2.05 -0.97
H -0.53 1.61 -1.66
H -1.98 0.67 -2.07
C 2.00 0.90 0.66
C 0.73 0.32 1.21
N 0.60 -0.31 2.29
H -0.37 -0.53 2.54
H -0.32 1.06 0.81
H 2.33 1.71 1.32
H 2.77 0.13 0.64
H 1.85 1.28 -0.35

=====

Entry 3:
15
Properties=species:S:1:pos:R:3 method="wB97M-V/def2-TZVPD" lumo_ev=3.16 relative_energy_kcal_mol=33.5 energy_ev=-19662.3691 fmax_ev_per_a=2.80 charge=-1 gap_ev=5.9
N -1.68 0.02 -1.55
C -2.34 -0.19 -0.34
O -3.65 -0.69 -0.59
O -1.91 0.02 0.79
H -0.68 0.23 -1.30
H -1.75 -0.69 -2.32
H -3.57 -1.52 -1.11
C 1.53 0.53 1.43
C 2.50 0.16 0.28
S 1.60 -0.12 -1.27
H 0.94 -0.34 1.74
H 0.78 1.24 1.08
H 2.01 0.96 2.31
H 3.10 -0.68 0.66
H 3.13 1.06 0.20

=====

Entry 4:
9
Properties=species:S:1:pos:R:3 method="wB97M-V/def2-TZVPD" lumo_ev=-0.06 relative_energy_kcal_mol=28.4 energy_ev=-10216.9562 fmax_ev_per_a=3.03 gap_ev=11.2
C 1.65 1.65 0.35
C -1.09 -0.38 -1.16
C -0.48 -1.28 1.08
N 1.17 2.39 1.08
N -1.06 -0.81 0.17
O -0.12 -1.84 2.02
O -0.08 -0.54 -1.82
H 2.18 1.01 -0.37
H -2.17 -0.21 -1.35

=====

Entry 5:
68
Properties=species:S:1:pos:R:3 method="wB97M-V/def2-TZVPD" lumo_ev="2.15 / 1.19" relative_energy_kcal_mol=21.0 energy_ev=-103558.9964 multiplicity=4 fmax_ev_per_a=6.47 charge=-1 gap_ev="1.9 / 7.7" s2=3.76
C 1.42 1.03 -0.07
Cl 1.80 1.23 -1.78
Cl 2.24 -0.39 0.64
Cl -0.32 0.89 0.14
H 1.76 1.90 0.49
C 2.44 4.94 2.14
Cl 2.94 5.15 3.87
Cl 2.47 6.49 1.29
Cl 0.89 4.15 1.95
H 3.15 4.23 1.72
C -2.38 3.43 -1.55
C -3.74 3.91 -2.19
C -3.63 5.47 -2.19
C -4.91 6.15 -2.77
C -4.95 5.74 -4.24
C -5.01 4.15 -4.55
N -3.97 3.48 -3.65
O -3.83 1.96 -3.78
C -6.39 3.69 -4.23
C -4.86 3.96 -6.12
C -4.79 3.48 -1.14
H -1.58 3.58 -2.27
H -2.35 2.35 -1.37
H -2.10 4.10 -0.74
H -3.36 5.79 -1.18
H -2.75 5.77 -2.76
H -4.97 7.23 -2.78
H -5.79 5.87 -2.19
H -4.18 6.29 -4.79
H -5.85 6.20 -4.64
H -7.11 4.25 -4.83
H -6.48 2.62 -4.43
H -6.64 3.76 -3.17
H -4.93 2.88 -6.25
H -5.63 4.50 -6.68
H -3.89 4.25 -6.51
H -4.55 3.62 -0.09
H -4.83 2.40 -1.23
H -5.77 3.96 -1.21
C 3.06 -4.02 4.39
C 2.69 -4.82 3.15
C 3.14 -4.07 1.86
C 4.61 -4.04 1.66
C 5.11 -5.44 1.70
C 4.68 -6.36 2.82
N 3.28 -6.16 3.15
O 2.82 -7.01 4.21
C 5.02 -7.75 2.19
C 5.59 -6.07 4.11
C 1.23 -4.79 3.07
H 3.20 -2.98 4.11
H 3.99 -4.41 4.78
H 2.34 -3.94 5.21
H 2.63 -4.64 1.08
H 2.73 -3.06 1.83
H 5.01 -3.35 2.40
H 4.85 -3.62 0.69
H 6.19 -5.37 1.57
H 4.83 -5.81 0.72
H 4.90 -8.59 2.88
H 4.31 -8.01 1.40
H 6.05 -7.67 1.85
H 5.83 -5.04 4.35
H 5.23 -6.64 4.96
H 6.54 -6.58 3.97
H 0.82 -5.15 4.01
H 0.88 -5.30 2.17
H 0.86 -3.78 2.86

=====

Entry 6:
6
Properties=species:S:1:pos:R:3 method="wB97M-V/def2-TZVPD" lumo_ev=0.53 relative_energy_kcal_mol=10.5 energy_ev=-11253.1078 fmax_ev_per_a=3.64 gap_ev=13.9
C -0.95 -0.32 0.14
O 0.05 -0.75 -0.22
F -1.52 0.79 -0.21
F -1.62 -0.74 1.15
F 2.33 0.57 -0.12
H 1.71 0.45 -0.74

=====

Entry 7:
12
Properties=species:S:1:pos:R:3 method="wB97M-V/def2-TZVPD" lumo_ev="-15.89 / -20.11" relative_energy_kcal_mol=84.9 energy_ev=-12123.5359 multiplicity=6 fmax_ev_per_a=4.25 charge=+3 gap_ev="9.1 / 6.5" s2=8.77
H -1.95 -0.41 1.18
C -1.71 -1.10 0.37
C -0.53 -0.79 -0.57
O 0.73 -0.69 0.11
C 1.28 0.47 0.28
O 2.48 0.32 0.69
H -1.42 -1.97 0.97
H -1.94 -1.76 -0.66
H 3.06 1.03 0.37
Ir 0.05 2.06 -0.42
O -1.19 0.52 -0.70
H -0.37 -1.57 -1.34

=====

Entry 8:
14
Properties=species:S:1:pos:R:3 method="wB97M-V/def2-TZVPD" lumo_ev=0.43 relative_energy_kcal_mol=19.8 energy_ev=-28432.3849 fmax_ev_per_a=3.18 gap_ev=8.6
S 3.32 1.12 0.12
S 1.55 1.64 -0.84
C 0.24 0.78 0.12
C -0.18 -0.50 -0.69
C -1.03 -1.23 0.33
N -2.38 -0.94 0.30
O -0.57 -2.12 1.00
H 4.16 1.79 -0.68
H 0.67 0.49 1.09
H -0.45 1.57 0.38
H 0.78 -0.98 -0.80
H -0.59 -0.11 -1.61
H -2.89 -1.53 0.94
H -2.65 0.03 0.33